(w)
The following is a quantum chemistry calculation of the ion C5H8N3 with charge +1, from the OMol25 dataset.

The charge is +1. Its gap between HOMO and LUMO is 0.29717 Ha. The HOMO energy is -14.23 eV. Its spin multiplicity is 1.

Element x y z (Å)
C 2.6586 1.1385 -0.2768
C 1.3574 1.4764 -0.1166
C 0.1262 -0.6583 -0.0279
C -1.1110 -1.5416 0.1942
C -1.1484 1.3335 -0.1919
N 2.4630 -0.9505 -0.0872
N 0.1471 0.6709 -0.0738
N 1.3519 -1.3112 0.1416
H 1.3215 2.4868 0.0135
H -1.7387 -1.3769 -0.6848
H -1.4732 -1.2504 1.0897
H -0.6813 -2.4709 0.0864
H -1.0315 2.2853 0.2786
H -1.4797 1.6654 -1.1495
H -1.8906 0.7208 0.3231
H 1.1287 -2.2179 0.4813


(x)
The following is a quantum chemistry calculation of the ion C5H8N3 with charge +1, from the OMol25 dataset.

The charge is +1. Its gap between HOMO and LUMO is 0.35425 Ha. The HOMO energy is -14.40 eV. As for the SMILES: Cn1ncccc1=[NH2+]. Its spin multiplicity is 1.

Element x y z (Å)
C -1.3513 1.5364 -0.0620
N -0.1939 0.6745 -0.0135
N 0.9502 1.2983 0.0145
C 2.0586 0.6175 0.0383
C 2.0628 -0.7903 0.0072
C 0.8563 -1.4501 -0.0335
C -0.3080 -0.6712 -0.0193
N -1.6892 -1.1535 -0.0471
H -1.9659 1.4233 0.8320
H -0.9945 2.5632 -0.1125
H -1.9477 1.3172 -0.9488
H 2.9607 1.2080 0.0754
H 2.9986 -1.3236 0.0212
H 0.7951 -2.5253 -0.0661
H -1.8052 -2.1525 0.0141
H -2.4266 -0.5718 0.2998


(y)
The following is a quantum chemistry calculation of a cluster of 2 separate species, C5H8N3 in total, from the OMol25 dataset.

The charge is +1. Its gap between HOMO and LUMO (alpha / beta) is 0.33952 / 0.37176 Ha. The HOMO energy (alpha / beta) is -15.44 / -15.24 eV. Its spin multiplicity is 1.

Element x y z (Å)
C 1.0526 -2.3568 -0.1974
C 0.1406 -1.7732 0.6893
C 1.4396 -1.6484 -1.3410
C -0.0655 -0.3891 0.4342
C -0.0158 1.5139 -0.9913
N 1.1074 -0.4119 -1.5248
N 0.3933 0.1616 -0.6541
N -1.3876 1.5139 1.4359
H 1.2279 -3.5274 -0.2892
H -0.3842 -2.4236 1.4491
H 1.8517 -2.1625 -2.1465
H 0.1446 2.2067 -0.1524
H 0.5381 1.9070 -1.8774
H -1.1249 1.6433 -1.2019
H -1.3015 0.9768 2.2957
H -2.3001 1.3452 1.0902


In hartree, relative to the most stable structure: (w) 0.2619; (x) 0.0000; (y) 0.2018.


(w)
The following is a quantum chemistry calculation of the ion C5H8N3 with charge +1, from the OMol25 dataset.

The charge is +1. Its gap between HOMO and LUMO is 0.30281 Ha. The HOMO energy is -12.57 eV. Its spin multiplicity is 1.

Element x y z (Å)
C -0.4706 1.4475 0.0463
C -1.7423 1.0351 0.0651
C -1.3873 -1.4138 -0.0159
C 0.7243 0.6038 -0.0307
C 0.6580 -0.7545 -0.0352
N -2.0907 -0.3185 -0.0397
N 1.9148 1.3295 -0.1464
N 1.5450 -1.7404 0.0857
H -0.1997 2.5232 0.2063
H -2.6077 1.6079 0.3155
H -1.8182 -2.4579 0.0057
H -3.0793 -0.4706 -0.1168
H 2.1796 2.2098 -0.6084
H 2.6858 0.6943 0.1365
H 2.0012 -1.9656 0.8930
H 1.6871 -2.3299 -0.7610


(x)
The following is a quantum chemistry calculation of the ion C5H8N3 with charge +1, from the OMol25 dataset.

The charge is +1. Its gap between HOMO and LUMO is 0.39904 Ha. The HOMO energy is -15.35 eV. As for the SMILES: C[C@@H]1NC=[NH+][C@H]1C#N. Its spin multiplicity is 1.

Element x y z (Å)
C -0.4179 -0.4326 -1.8164
C -0.5344 -0.4858 -0.3031
N -1.1428 0.6788 0.2462
C -0.2567 1.4574 0.9374
N 0.9771 0.9371 0.8625
C 0.8614 -0.5105 0.3791
C 0.9428 -1.3199 1.5774
N 0.8601 -1.8815 2.5752
H -0.1558 0.5821 -1.9703
H -1.2988 -0.5408 -2.3326
H 0.4126 -1.0753 -2.3119
H -1.0685 -1.4955 -0.1125
H -2.0338 0.9440 0.0386
H -0.7106 2.3773 1.2796
H 1.8358 1.3065 1.3432
H 1.7296 -0.5414 -0.3924


In hartree, relative to the most stable structure: (w) 0.0755; (x) 0.0000.


(w)
The following is a quantum chemistry calculation of a cluster of 10 separate species, C30H60O30 in total, from the OMol25 dataset.

Its gap between HOMO and LUMO is 0.40301 Ha. The HOMO energy is -10.58 eV. As for the SMILES: COC(=O)OC.COC(=O)OC.COC(=O)OC.COC(=O)OC.COC(=O)OC.COC(=O)OC.COC(=O)OC.COC(=O)OC.COC(=O)OC.COC(=O)OC. Its spin multiplicity is 1.

Element x y z (Å)
C -4.8241 -3.9874 -0.9059
O -4.6380 -4.3136 0.5028
C -3.8292 -3.6077 1.3564
O -3.4267 -2.4550 1.1957
O -3.4055 -4.4646 2.2742
C -2.3585 -4.1392 3.1759
H -5.5740 -4.7067 -1.2351
H -3.9357 -4.1296 -1.5211
H -5.0699 -2.9587 -1.1695
H -1.4146 -3.9040 2.6840
H -2.3257 -5.0046 3.8378
H -2.3989 -3.2791 3.8442
C -1.4311 4.4959 -0.1559
O -1.0593 4.7541 -1.4853
C 0.1027 5.4413 -1.7793
O 0.9411 5.9113 -1.0054
O 0.0207 5.6134 -3.0880
C 0.9946 6.4001 -3.7696
H -0.6579 3.8733 0.2944
H -2.3704 3.9738 0.0268
H -1.3716 5.3692 0.4936
H 1.4286 7.1335 -3.0899
H 0.4136 6.9117 -4.5369
H 1.6973 5.6973 -4.2173
C 5.3547 6.2431 -6.3967
O 4.2712 5.3512 -6.3682
C 4.3938 4.1164 -5.8671
O 5.4998 3.5694 -5.6561
O 3.1674 3.3647 -5.9818
C 3.1465 1.9584 -6.1254
H 5.2390 7.0704 -5.6966
H 5.2033 6.7066 -7.3716
H 6.3662 5.8652 -6.2479
H 3.9158 1.4361 -6.6942
H 2.2432 1.6763 -6.6663
H 3.0312 1.4828 -5.1515
C -0.1852 -0.2453 5.6507
O -0.1306 -0.9578 6.8737
C 0.2561 -0.2795 7.9933
O 0.6572 0.8596 7.9910
O -0.0885 -1.0511 8.9797
C 0.1205 -0.6802 10.3280
H -0.7264 -0.8596 4.9311
H 0.7821 0.0154 5.2212
H -0.8975 0.5785 5.6965
H -0.2503 0.3094 10.5949
H 1.1715 -0.6381 10.6141
H -0.3847 -1.2716 11.0917
C -0.0935 -1.5005 1.3463
O 0.7234 -0.9692 0.3525
C 0.6689 0.3283 -0.0425
O 0.1029 1.2676 0.5699
O 1.3519 0.4165 -1.1378
C 1.5104 1.7631 -1.6753
H -1.0574 -1.4946 0.8374
H 0.0024 -0.8245 2.1960
H 0.3265 -2.4633 1.6374
H 1.8048 1.7542 -2.7248
H 2.3472 2.1638 -1.1031
H 0.6531 2.4355 -1.6438
C -2.9572 1.8728 -2.0360
O -2.0024 0.8023 -2.0256
C -2.4252 -0.5726 -1.9862
O -3.5581 -0.9626 -1.8495
O -1.3300 -1.3662 -2.0956
C -1.2631 -2.8047 -1.8209
H -3.7994 1.6527 -2.6920
H -2.4335 2.7735 -2.3563
H -3.1989 1.9582 -0.9766
H -0.4894 -2.9597 -1.0689
H -0.9675 -3.2968 -2.7475
H -2.2165 -3.2134 -1.4861
C -0.6057 -5.6105 0.2406
O -1.2892 -6.7845 0.7191
C -0.7334 -7.5251 1.6199
O 0.3058 -7.4132 2.2761
O -1.6444 -8.6238 1.7612
C -1.1629 -9.7791 2.4768
H -0.5533 -4.8571 1.0266
H -1.1352 -5.1335 -0.5842
H 0.3991 -5.9053 -0.0621
H -0.0851 -9.9388 2.4479
H -1.5421 -10.6735 1.9825
H -1.6034 -9.6160 3.4605
C -0.5406 -0.9695 -6.6451
O -1.1643 0.3017 -6.3135
C -0.5422 1.1088 -5.4844
O 0.5836 1.0040 -4.9756
O -1.3908 2.2117 -5.4535
C -0.8402 3.5002 -5.0604
H 0.4424 -0.9429 -7.1154
H -1.0550 -1.5652 -7.3992
H -0.4975 -1.4978 -5.6927
H -1.3501 3.8157 -4.1501
H -0.8676 4.2565 -5.8448
H 0.2122 3.5317 -4.7785
C -3.2429 1.6288 1.5493
O -2.8137 1.9212 2.8348
C -3.5401 1.7957 3.9227
O -4.7066 1.4734 3.9750
O -2.7178 2.0538 4.8931
C -3.2103 2.5959 6.0766
H -3.2795 0.5503 1.3959
H -2.4942 2.1511 0.9537
H -4.2505 1.9677 1.3086
H -2.5617 3.2117 6.6997
H -3.5020 1.8001 6.7619
H -4.1240 3.1801 5.9670
C 7.9863 0.0597 1.3969
O 6.9913 -0.8796 1.7693
C 5.6410 -0.5297 1.3142
O 5.2850 0.5229 0.6998
O 4.8026 -1.5425 1.5817
C 3.3916 -1.4645 1.4356
H 8.9378 -0.2461 1.8319
H 7.6560 1.0155 1.8037
H 7.9081 0.1555 0.3139
H 3.1811 -0.4061 1.5890
H 2.8143 -2.1050 2.1025
H 3.1448 -1.8098 0.4316


(x)
The following is a quantum chemistry calculation of a cluster of 10 separate species, C30H60O30 in total, from the OMol25 dataset.

Its gap between HOMO and LUMO is 0.38676 Ha. The HOMO energy is -10.07 eV. As for the SMILES: COC(=O)OC.COC(=O)OC.COC(=O)OC.COC(=O)OC.COC(=O)OC.COC(=O)OC.COC(=O)OC.COC(=O)OC.COC(=O)OC.COC(=O)OC. Its spin multiplicity is 1.

Element x y z (Å)
C 0.3382 2.9266 -1.1852
O 0.4332 1.8336 -1.9822
C 0.8182 0.6076 -1.5872
O 1.0612 0.3596 -0.4042
O 0.8432 -0.2774 -2.5692
C 0.9792 -1.6454 -2.1532
H 1.1162 3.0516 -0.2942
H -0.6378 2.9366 -0.6642
H 0.3432 3.6766 -1.9482
H 2.0482 -1.6784 -1.7072
H 1.1022 -2.2324 -3.0472
H 0.1972 -2.2104 -1.5332
C 1.2222 -2.9834 2.0148
O 1.2402 -2.0574 3.1258
C 0.9242 -2.6314 4.4288
O 0.8732 -3.8554 4.5948
O 0.6742 -1.6404 5.3318
C 0.4012 -2.0894 6.7138
H 2.2582 -3.3454 1.8528
H 1.2892 -2.2734 1.1868
H 0.5182 -3.7384 1.9038
H 0.4532 -1.1994 7.2478
H 0.9692 -2.7064 7.3368
H -0.6268 -2.3714 6.7128
C 0.9962 5.0266 3.2828
O 1.7552 3.9706 2.5318
C 2.8932 4.2796 2.0008
O 3.2342 5.4986 2.0268
O 3.4722 3.2856 1.4228
C 4.6572 3.4726 0.6358
H 0.7922 5.9306 2.4848
H 1.6212 5.4486 4.1148
H 0.1632 4.5336 3.6978
H 5.5252 3.8586 1.2098
H 4.3722 4.2276 -0.0342
H 5.0842 2.8116 0.3268
C 7.5892 -4.0324 2.6808
O 7.4032 -2.9604 1.6648
C 6.0962 -2.6584 1.3248
O 5.1122 -3.2344 1.8828
O 5.9502 -1.6494 0.4578
C 4.7902 -0.8924 0.1408
H 8.5272 -4.4294 2.6098
H 7.0832 -4.9784 2.5128
H 7.3652 -3.6444 3.6378
H 4.6662 0.0066 0.6398
H 3.8962 -1.4854 0.4188
H 4.6462 -0.6174 -0.8452
C -0.4128 -5.5384 -1.3512
O 0.9982 -5.0044 -1.3272
C 2.0172 -5.8744 -0.9422
O 1.7512 -6.9694 -0.4782
O 3.2682 -5.3694 -0.9742
C 4.2972 -6.3414 -0.7422
H -0.5978 -6.3794 -1.8012
H -0.8768 -4.8204 -1.6712
H -0.8728 -5.5174 -0.4962
H 4.1292 -6.5804 0.3298
H 5.3582 -5.9014 -0.8472
H 4.1102 -7.3494 -1.2072
C -1.3798 0.1076 1.4258
O -2.0878 0.5616 2.5118
C -3.4528 0.2856 2.7818
O -4.0528 -0.4464 2.0908
O -3.8808 0.7536 3.9818
C -5.0738 0.3706 4.4688
H -1.5838 0.4046 0.3728
H -1.5588 -0.9674 1.3958
H -0.2388 0.5056 1.6148
H -5.8648 1.0826 4.0948
H -5.1328 0.5796 5.5628
H -5.5168 -0.6574 4.4288
C -6.2268 5.6826 3.2678
O -4.9798 4.9426 3.3728
C -4.0458 4.9106 2.5208
O -4.1368 5.6056 1.4158
O -3.0258 4.0356 2.7688
C -1.9358 3.9336 1.7868
H -7.0258 5.2616 3.8898
H -6.6108 5.7056 2.2178
H -5.8768 6.7346 3.5148
H -1.3498 4.7596 1.5408
H -2.1228 3.6776 0.8588
H -1.1578 3.2856 2.2878
C -5.4998 5.8826 -1.5312
O -5.1078 4.8396 -2.5232
C -4.0408 4.0266 -2.2392
O -3.2198 4.3876 -1.3952
O -3.9018 2.9716 -3.0012
C -2.9258 2.0016 -2.6332
H -5.8368 6.7336 -1.9482
H -4.4888 6.1616 -0.8432
H -6.2258 5.6106 -0.7562
H -1.8758 2.3926 -2.7572
H -2.7178 1.1026 -3.2432
H -2.8378 1.7386 -1.5152
C -1.8178 -2.3124 -4.6082
O -2.8488 -2.8924 -3.7902
C -3.2378 -2.2104 -2.6002
O -2.4798 -1.3854 -2.0792
O -4.3558 -2.6374 -1.9692
C -4.5568 -2.0264 -0.6492
H -0.7958 -2.2444 -4.0932
H -1.9518 -1.2844 -4.8822
H -1.6978 -2.8224 -5.5672
H -4.0898 -1.1324 -0.6452
H -3.8748 -2.4524 -0.0672
H -5.5838 -2.1774 -0.2462
C 3.6042 -2.4844 -5.2392
O 3.3062 -1.1044 -5.3992
C 2.0632 -0.7034 -5.7762
O 1.2022 -1.6564 -6.0022
O 1.8342 0.5106 -6.1052
C 0.6622 0.9696 -6.6532
H 3.1982 -2.9714 -4.2872
H 4.7152 -2.5044 -5.1412
H 3.3262 -3.0754 -6.2352
H -0.2138 0.7016 -5.9392
H 0.3082 0.2836 -7.5572
H 0.5852 2.0686 -6.9532


In hartree, relative to the most stable structure: (w) 0.0000; (x) 0.3436.